Molecular formula: C16H17N2Ru
Method: DFT, ωB97M-V/def2-TZVPD

Summary:
energy = -22408.7064 eV
HOMO level (alpha / beta) = -14.49 / -15.63 eV
orbital gap (alpha / beta) = 0.263 / 0.207 hartree
strongest force on any atom = 0.13449 Eh/bohr
multiplicity = 6
charge = +2

```
36
Properties=species:S:1:pos:R:3:mulliken_charge:R:1
C -2.29628 -1.92118 -0.39956 -0.625
C -1.44743 -2.43362 0.48799 -0.336
H -1.99775 -1.71693 -1.42467 0.304
H -3.32434 -1.68483 -0.13748 0.346
H -1.74573 -2.63782 1.51310 0.313
H -0.41923 -2.66997 0.22594 0.205
Ru -0.85266 0.79764 1.01701 0.570
C -2.44652 2.28398 1.46379 -0.444
C -2.75777 1.15062 2.22937 0.016
C -0.66402 1.85372 2.96372 -0.209
C -1.08947 2.67418 1.83319 -1.015
H -3.66125 0.55975 2.15363 0.494
H -1.63221 0.07172 3.86470 0.508
H 0.26319 1.95082 3.51003 0.487
C -1.66193 0.88677 3.15339 -0.768
H -0.55608 3.53386 1.44603 0.752
H -3.06370 2.75289 0.71099 0.484
N -0.33870 1.52046 -0.90867 -0.350
C 0.55475 0.76216 -1.65066 0.409
C 0.96511 1.12187 -2.93862 -0.678
C 2.00139 0.40524 -3.54737 -0.761
C 2.62257 -0.65192 -2.86085 -0.978
C 2.20329 -0.98556 -1.55659 0.873
C 2.81701 -1.98816 -0.80261 -0.451
C 2.39118 -2.22237 0.51333 -0.683
C 1.34609 -1.45774 1.06215 -0.331
N 0.72433 -0.50852 0.30178 -0.175
C 1.15353 -0.26285 -0.96593 0.476
H 0.05824 2.37073 -0.48522 0.485
H -0.98104 2.14193 -1.42293 0.363
H 0.51959 1.97126 -3.44386 0.437
H 2.34029 0.69031 -4.53606 0.428
H 3.43986 -1.17981 -3.33497 0.457
H 3.63373 -2.56456 -1.21953 0.496
H 2.87695 -2.98579 1.10528 0.440
H 1.02501 -1.62826 2.08013 0.459
```